Model one:
Computed, not measured: a cluster of 6 separate species, C6H24O6 in total, with ωB97M-V/def2-TZVPD.

Values from the calculation:
- SMILES = CO.CO.CO.CO.CO.CO
- total charge = 0
- gap between HOMO and LUMO (Eh) = 0.392
- E_HOMO (Ha) = -0.374

Last column: Löwdin charge in e.
Element x y z (Å)
C1 -2.020 3.256 3.690  -0.1992
O1 -0.742 2.989 3.219  -0.1001
H1 -2.815 3.332 2.948  0.0653
H2 -2.351 2.438 4.329  0.0774
H3 -2.048 4.184 4.261  0.0805
H4 -0.803 2.070 2.947  0.0653
C2 -6.430 0.731 1.966  -0.1796
O2 -5.417 1.028 1.033  -0.1124
H5 -7.424 0.922 1.563  0.0716
H6 -6.358 -0.306 2.297  0.0827
H7 -6.498 1.366 2.850  0.0724
H8 -5.398 1.987 0.977  0.0731
C3 -0.990 0.100 -0.502  -0.1309
O3 -1.503 -0.004 0.851  -0.1373
H9 -0.929 -0.883 -0.970  0.0736
H10 -1.577 0.820 -1.070  0.0765
H11 0.014 0.525 -0.479  0.0673
H12 -2.403 0.329 0.881  0.0532
C4 1.295 -4.175 -5.181  -0.1816
O4 0.893 -3.633 -3.955  -0.1209
H13 0.764 -3.692 -6.002  0.0797
H14 2.360 -3.991 -5.324  0.0747
H15 1.132 -5.250 -5.260  0.0725
H16 1.511 -3.855 -3.255  0.0742
C5 3.193 0.036 2.516  -0.1888
O5 4.320 -0.420 3.164  -0.1222
H17 2.356 0.009 3.214  0.0789
H18 3.405 1.060 2.209  0.0826
H19 2.984 -0.666 1.709  0.0743
H20 5.096 0.077 2.894  0.0762
C6 4.128 -0.229 -2.784  -0.1853
O6 5.082 0.018 -3.781  -0.1065
H21 3.761 0.708 -2.365  0.0761
H22 3.334 -0.886 -3.139  0.0749
H23 4.456 -0.774 -1.899  0.0657
H24 5.623 0.778 -3.554  0.0761


Model two:
Computed, not measured: a cluster of 6 separate species, C6H24O6 in total, with ωB97M-V/def2-TZVPD.

Values from the calculation:
- SMILES = CO.CO.CO.CO.CO.CO
- total charge = 0
- gap between HOMO and LUMO (Eh) = 0.386
- E_HOMO (Ha) = -0.370

Last column: Löwdin charge in e.
Element x y z (Å)
C1 0.736 3.153 3.362  -0.1907
O1 0.512 4.503 3.600  -0.1014
H1 1.790 2.942 3.178  0.0640
H2 0.546 2.506 4.219  0.0778
H3 0.172 2.758 2.517  0.0771
H4 0.788 4.747 4.487  0.0797
C2 -0.638 -5.258 -1.778  -0.1510
O2 -1.114 -6.533 -1.322  -0.1369
H5 -0.584 -5.308 -2.866  0.0700
H6 -1.287 -4.429 -1.494  0.0733
H7 0.396 -5.286 -1.433  0.0807
H8 -2.042 -6.658 -1.537  0.0679
C3 0.359 -0.152 -0.131  -0.1662
O3 -0.710 -0.997 -0.520  -0.1132
H9 0.073 0.335 0.801  0.0708
H10 1.283 -0.649 0.167  0.0718
H11 0.578 0.643 -0.844  0.0694
H12 -0.239 -1.757 -0.870  0.0651
C4 -3.191 -0.337 1.578  -0.2077
O4 -3.500 0.914 2.063  -0.0991
H13 -2.196 -0.721 1.803  0.0697
H14 -3.955 -1.066 1.846  0.0791
H15 -3.274 -0.357 0.492  0.0718
H16 -4.270 0.823 2.629  0.0777
C5 0.000 1.270 -4.270  -0.1815
O5 -1.290 1.794 -4.044  -0.1085
H17 -0.081 0.887 -5.287  0.0752
H18 0.816 1.990 -4.343  0.0754
H19 0.302 0.393 -3.697  0.0652
H20 -1.339 2.366 -3.276  0.0747
C6 3.474 1.561 0.687  -0.1627
O6 3.445 0.395 1.510  -0.1262
H21 3.953 1.563 -0.293  0.0814
H22 2.487 2.023 0.664  0.0639
H23 4.059 2.274 1.269  0.0699
H24 3.941 -0.335 1.131  0.0737


Most stable one: model one, least stable one: model two.


Model one:
Computed, not measured: an isolated molecule of C4HNS3, with ωB97M-V/def2-TZVPD.

Values from the calculation:
- total charge = 0
- gap between HOMO and LUMO (alpha / beta) (Eh) = 0.227 / 0.224
- E_HOMO (alpha / beta) (Ha) = -0.304 / -0.305

Last column: Löwdin charge in e.
Element x y z (Å)
C1 -1.915 0.797 -1.379  -0.3512
C2 0.853 -1.039 -0.815  -0.3092
C3 -1.153 0.322 -0.292  -0.4387
C4 0.930 0.282 1.577  -1.3549
N1 -2.628 0.970 -2.305  0.1444
S1 1.644 0.513 3.071  0.5844
S2 1.652 -1.089 0.621  0.8329
S3 -0.450 1.223 0.913  0.8932
H1 1.067 -1.978 -1.389  -0.0008


Model two:
Computed, not measured: an isolated molecule of C4HNS3, with ωB97M-V/def2-TZVPD.

Values from the calculation:
- SMILES = N#Cc1csc(=S)s1
- total charge = 0
- gap between HOMO and LUMO (alpha / beta) (Eh) = 0.262 / 0.262
- E_HOMO (alpha / beta) (Ha) = -0.309 / -0.309

Last column: Löwdin charge in e.
Element x y z (Å)
C1 1.894 -1.040 -0.847  -0.3375
C2 0.070 0.457 -0.097  -0.3446
C3 1.590 0.227 -0.556  -0.5862
C4 1.349 2.830 -0.107  -1.4279
N1 2.142 -2.112 -1.230  0.1735
S1 1.550 4.420 -0.084  0.6052
S2 -0.202 2.045 0.434  0.9122
S3 2.457 1.678 -0.898  0.9644
H1 -0.717 -0.219 -0.073  0.0409


Most stable one: model two, least stable one: model one.


Model one:
Computed, not measured: an isolated molecule of C4H10BN, with ωB97M-V/def2-TZVPD.

Values from the calculation:
- total charge = 0
- gap between HOMO and LUMO (alpha / beta) (Eh) = 0.291 / 0.261
- E_HOMO (alpha / beta) (Ha) = -0.275 / -0.237

Last column: Löwdin charge in e.
Element x y z (Å)
B1 0.685 -0.053 0.976  -0.1608
C1 0.473 0.330 -1.957  -0.0333
C2 -0.949 0.560 -1.545  -0.2929
C3 -1.445 -0.261 -0.333  -0.2140
C4 1.743 -0.378 2.053  -0.0706
N1 -0.677 0.064 0.890  0.0496
H1 0.845 1.101 -2.607  0.0237
H2 0.757 -0.557 -2.392  -0.0108
H3 -0.964 1.594 -1.126  0.1152
H4 -1.598 0.253 -2.360  0.1014
H5 -2.448 -0.073 -0.174  0.0860
H6 -1.288 -1.296 -0.525  0.1028
H7 1.517 -0.066 3.063  0.0391
H8 2.688 0.156 1.965  0.0469
H9 1.893 -1.476 2.320  0.0866
H10 -1.230 0.103 1.752  0.1311


Model two:
Computed, not measured: a cluster of 2 separate species, C4H10BN in total, with ωB97M-V/def2-TZVPD.

Values from the calculation:
- total charge = 0
- gap between HOMO and LUMO (Eh) = 0.322
- E_HOMO (Ha) = -0.334

Last column: Löwdin charge in e.
Element x y z (Å)
B1 -0.229 -1.254 -0.561  -0.3391
C1 -1.793 -0.813 -0.335  -0.1370
C2 -1.715 0.563 0.477  -0.1938
C3 -0.193 0.976 0.428  -0.2654
C4 2.729 -0.234 0.041  0.2212
N1 0.493 -0.168 -0.118  0.0029
H1 0.307 -2.229 -1.175  0.0716
H2 -2.301 -0.670 -1.212  0.0388
H3 -2.125 -1.521 0.513  0.1083
H4 -2.385 1.375 0.041  0.1064
H5 -1.936 0.407 1.624  0.1220
H6 -0.104 1.847 -0.413  0.1453
H7 0.110 1.283 1.412  0.0838
H8 3.038 0.433 0.794  0.0192
H9 2.360 -1.262 0.214  0.0314
H10 2.776 -0.016 -0.948  -0.0154


Model three:
Computed, not measured: an isolated molecule of C4H10BN, with ωB97M-V/def2-TZVPD.

Values from the calculation:
- SMILES = BN(C)CC=C
- total charge = 0
- gap between HOMO and LUMO (Eh) = 0.392
- E_HOMO (Ha) = -0.360

Last column: Löwdin charge in e.
Element x y z (Å)
B1 -1.660 0.990 0.425  -0.2002
C1 0.847 -1.980 -1.673  -0.0026
C2 0.402 -0.884 -1.158  -0.1732
C3 0.091 -0.691 0.300  -0.1967
C4 0.539 1.561 1.097  -0.0833
N1 -0.453 0.583 0.744  -0.1978
H1 -1.834 2.103 0.676  0.0461
H2 0.852 -2.027 -2.793  0.0798
H3 1.024 -2.892 -1.200  0.0445
H4 0.060 -0.114 -1.748  0.0807
H5 -2.239 0.220 -0.120  0.0358
H6 -0.768 -1.434 0.701  0.1647
H7 0.948 -0.976 0.988  0.1345
H8 1.197 1.237 1.927  0.0941
H9 1.058 1.945 0.239  0.0881
H10 -0.064 2.361 1.595  0.0857


Model four:
Computed, not measured: a cluster of 2 separate species, C4H10BN in total, with ωB97M-V/def2-TZVPD.

Values from the calculation:
- total charge = 0
- gap between HOMO and LUMO (alpha / beta) (Eh) = 0.308 / 0.282
- E_HOMO (alpha / beta) (Ha) = -0.295 / -0.302

Last column: Löwdin charge in e.
Element x y z (Å)
B1 0.836 -0.135 -0.069  -0.5319
C1 2.336 -0.453 0.058  -0.0812
C2 1.929 0.994 -0.043  -0.1076
C3 -1.311 -1.673 -0.011  -0.1363
C4 -2.042 1.405 -0.104  0.0858
N1 -0.415 -0.551 0.129  0.1101
H1 2.593 -0.483 1.149  0.1124
H2 2.907 -0.886 -0.710  0.0702
H3 2.165 1.383 -1.062  0.0903
H4 1.962 1.734 0.848  0.1190
H5 -2.216 -1.526 -0.515  0.0401
H6 -0.665 -2.599 -0.416  0.1376
H7 -1.738 -1.857 0.979  0.0690
H8 -1.086 2.034 -0.184  0.0346
H9 -2.683 1.464 -0.916  -0.0429
H10 -2.572 1.148 0.867  0.0307


Most stable one: model three, least stable one: model four.


Model one:
Computed, not measured: a structure of composition C4H6N2O2, with ωB97M-V/def2-TZVPD.

Values from the calculation:
- total charge = 0
- gap between HOMO and LUMO (Eh) = 0.142
- E_HOMO (Ha) = -0.255

Last column: Löwdin charge in e.
Element x y z (Å)
C1 -1.039 -0.329 0.021  -0.4451
C2 -0.663 -1.614 0.064  -0.2065
C3 0.652 -1.680 -0.075  -0.0847
C4 1.185 -0.252 0.060  -0.3322
H1 -0.919 2.303 0.770  0.0768
H2 -0.178 2.321 -0.883  0.1488
H3 -2.883 -0.600 1.393  0.4057
H4 -1.210 -2.496 -0.197  0.1099
H5 1.333 -2.567 0.600  0.1791
H6 2.471 1.310 0.519  0.2814
N1 -0.138 2.047 0.183  0.0903
N2 0.069 0.592 -0.016  -0.0499
O1 -2.275 0.302 -0.315  -0.1464
O2 2.408 0.262 -0.158  -0.0272


Model two:
Computed, not measured: a cluster of 2 separate species, C4H6N2O2 in total, with ωB97M-V/def2-TZVPD.

Values from the calculation:
- total charge = 0
- gap between HOMO and LUMO (Eh) = 0.359
- E_HOMO (Ha) = -0.367

Last column: Löwdin charge in e.
Element x y z (Å)
C1 -1.314 0.863 0.110  -0.6228
C2 0.453 -1.020 -0.276  -0.0488
C3 1.945 -0.224 0.017  -0.0303
C4 1.062 1.048 0.007  -0.4722
H1 -3.106 0.025 -0.362  0.0274
H2 -1.813 -0.776 1.094  0.2810
H3 0.235 -1.966 0.355  0.1035
H4 -0.169 -1.226 -1.228  0.1178
H5 2.151 -0.534 1.227  0.1638
H6 2.951 -0.464 -0.754  0.1709
N1 -2.196 -0.300 -0.213  0.1100
N2 -0.081 0.385 0.274  -0.0186
O1 -1.622 1.996 -0.061  0.1361
O2 1.504 2.193 -0.188  0.0822


Most stable one: model two, least stable one: model one.